Molecular formula: C38H59CaN9O4S3Si
Method: DFT, wB97M-V/def2-TZVPD

```
115
Properties=species:S:1:pos:R:3:forces:R:3:lowdin_charge:R:1
Ca -1.3805 1.1013 1.0430 -0.0169 0.1554 -0.1433 1.15
C 2.5048 2.2946 5.6130 0.0898 -0.0531 0.0766 -0.11
C 1.1786 2.9843 5.9051 0.0119 -0.0325 -0.0740 -0.25
N 0.5122 3.4650 4.7106 -0.0974 -0.0463 0.1568 -0.03
C -0.2097 2.6762 3.8834 0.0868 0.0210 -0.1613 -0.88
S -0.9290 3.4681 2.5148 0.0019 -0.0159 0.0154 0.48
N -0.2188 1.3932 4.1959 -0.1216 -0.0133 -0.0674 -0.03
N -1.0323 0.6398 3.4103 0.1376 -0.0278 0.1568 -0.08
C -0.9319 -0.6368 3.5395 -0.1816 -0.2015 0.0939 -0.28
C 0.1154 -1.2709 4.4048 0.0726 0.0404 0.0080 -0.02
C -1.9762 -1.4603 2.8580 0.0564 0.0820 0.0929 -0.21
C -2.1534 -2.8037 3.1839 -0.0439 -0.0031 -0.0852 -0.02
C -3.2259 -3.5014 2.6555 0.0575 -0.0085 0.0340 -0.07
C -4.0961 -2.8494 1.8041 -0.0420 0.0346 -0.0425 -0.05
C -3.8271 -1.5252 1.5010 0.0444 0.0688 -0.0389 -0.13
N -2.8038 -0.8418 1.9962 0.0868 -0.0333 0.1514 0.05
H 2.9699 1.9654 6.5466 0.0019 -0.0005 -0.0275 0.07
H 3.1954 2.9691 5.1007 -0.0356 -0.0175 0.0149 0.07
H 2.3385 1.4298 4.9682 -0.0445 0.0945 0.0510 0.02
H 1.3267 3.8387 6.5670 0.0224 0.0368 -0.0194 0.11
H 0.5093 2.2894 6.4127 -0.0100 -0.0082 0.0136 0.10
H 0.5826 4.4295 4.4464 0.0057 0.0472 -0.0290 0.10
H 1.0310 -1.3833 3.8146 -0.0219 -0.0236 0.0018 0.08
H -0.1628 -2.2459 4.7915 -0.0106 -0.0116 0.0001 0.06
H 0.3450 -0.6026 5.2319 -0.0178 0.0006 0.0109 0.07
H -1.4694 -3.3013 3.8512 -0.0047 -0.0223 0.0133 0.10
H -3.3760 -4.5423 2.9135 -0.0027 0.0112 -0.0041 0.11
H -4.9553 -3.3420 1.3703 0.0190 -0.0158 0.0174 0.10
H -4.4814 -0.9831 0.8266 0.0153 -0.0114 0.0080 0.10
C 5.1868 2.9195 1.1552 0.0282 -0.0573 0.0276 -0.04
N 5.1374 1.8171 2.0928 0.1097 0.0549 -0.0564 -0.12
C 6.2241 1.1914 2.6902 -0.0101 0.0692 -0.0352 -0.06
C 5.7427 0.2000 3.4604 -0.0276 -0.0727 0.0461 -0.08
N 4.3661 0.2300 3.3226 0.0069 0.0359 -0.0521 0.07
C 3.9780 1.2218 2.4748 -0.0631 -0.1107 0.0215 -0.81
S 2.4251 1.6114 2.0117 0.0872 0.0951 0.0374 0.70
H 6.2130 3.2733 1.0904 -0.0020 0.0035 -0.0036 0.09
H 4.5360 3.7214 1.4980 -0.0187 0.0169 0.0077 0.08
H 4.8438 2.5917 0.1741 -0.0171 -0.0004 -0.0125 0.09
H 7.2360 1.5131 2.5130 -0.0598 -0.0170 0.0076 0.12
H 6.2519 -0.5135 4.0844 -0.0425 0.0456 -0.0370 0.11
H 3.6911 -0.3785 3.7498 0.0181 -0.0451 0.0428 0.14
C 1.7621 4.2904 -4.1655 0.0339 -0.0054 -0.0269 -0.04
C 0.9812 3.7068 -3.0242 -0.0156 0.0068 0.0053 -0.26
C 1.4401 3.7750 -1.7167 0.0013 -0.0139 0.0131 -0.02
C 0.6825 3.2341 -0.6899 -0.0475 0.0414 -0.0416 -0.17
N -0.4868 2.6237 -0.8922 -0.0433 0.0523 0.0211 0.01
C -0.9370 2.5726 -2.1483 0.0315 -0.0910 0.0477 -0.13
C -0.2511 3.0925 -3.2287 -0.0167 0.0020 -0.0079 -0.02
H 2.8251 4.3392 -3.9300 -0.0186 0.0015 -0.0015 0.08
H 1.4221 5.3054 -4.3832 -0.0087 -0.0145 0.0131 0.09
H 1.6349 3.6987 -5.0723 -0.0031 0.0068 0.0177 0.08
H 2.3900 4.2411 -1.4829 -0.0152 -0.0053 -0.0240 0.11
H 1.0238 3.2960 0.3363 -0.0143 -0.0183 0.0047 0.03
H -1.8930 2.0813 -2.3012 0.0463 0.0237 0.0209 0.09
H -0.6780 3.0109 -4.2214 0.0320 0.0078 0.0071 0.12
N -7.0824 2.0726 -3.4303 -0.0183 0.0219 -0.0261 0.09
C -6.1909 3.0282 -3.1185 -0.0270 -0.0981 0.1252 -0.85
S -6.0910 4.4668 -3.8942 0.0185 0.0457 -0.0464 0.68
C -5.2695 2.6516 -2.0044 -0.0178 0.1008 -0.0299 -0.24
C -4.7644 1.3620 -1.9017 0.0528 0.0168 0.1119 -0.01
C -3.8971 1.0796 -0.8572 0.0270 -0.1841 -0.2434 -0.17
N -3.5263 1.9744 0.0507 0.0324 0.0048 0.0214 -0.01
C -4.0138 3.2141 -0.0488 0.0279 -0.0455 0.0333 -0.10
C -4.8795 3.5947 -1.0578 0.0189 -0.0253 0.0003 -0.01
H -7.7516 2.2590 -4.1579 -0.0131 0.0064 -0.0136 0.10
H -7.2237 1.2768 -2.8314 0.0159 -0.0029 -0.0190 0.11
H -4.9752 0.5953 -2.6364 -0.0516 0.0397 0.0000 0.12
H -3.4357 0.0982 -0.7863 -0.0062 0.0399 0.0230 0.08
H -3.6759 3.9156 0.7055 -0.0105 0.0016 -0.0197 0.11
H -5.2393 4.6113 -1.1240 -0.0101 0.0007 -0.0168 0.10
C 3.8380 -1.2926 -0.1682 0.0211 -0.0118 0.0456 -0.03
C 2.7253 -1.1994 -1.2035 -0.1302 -0.0163 0.0052 -0.63
C 3.1396 -1.9209 -2.4819 -0.0015 -0.0260 -0.0752 -0.03
C 2.4003 0.2642 -1.4904 0.0149 0.0104 -0.0078 -0.04
O 1.6006 -1.8682 -0.6173 0.1968 0.0065 -0.0397 -0.11
Si -0.0137 -1.7428 -0.9313 -0.1009 0.0075 0.1273 0.00
O -0.7560 -0.5356 -0.2343 -0.0074 0.0609 -0.2522 -0.44
O -0.7001 -3.1549 -0.4026 0.0956 -0.2008 0.0567 -0.10
C -0.1514 -4.4640 -0.2189 -0.0244 0.1139 -0.0362 -0.64
C 0.6527 -4.9127 -1.4356 0.0195 -0.0010 -0.0430 -0.02
C -1.3443 -5.3906 -0.0242 -0.0913 0.0142 0.0050 -0.03
C 0.7240 -4.4709 1.0307 0.0490 -0.0134 0.0508 -0.02
O -0.0474 -1.7235 -2.5875 -0.1335 0.0722 -0.3056 -0.11
C -1.0658 -1.7232 -3.5798 0.0633 -0.0442 0.1446 -0.64
C -2.3570 -1.1055 -3.0606 -0.1272 -0.0839 0.0421 -0.04
C -0.5335 -0.9019 -4.7466 0.0629 0.0332 -0.0641 -0.02
C -1.3252 -3.1600 -4.0179 0.0108 -0.0795 -0.0187 -0.03
H 4.7550 -0.8172 -0.5276 -0.0247 -0.0070 -0.0170 0.09
H 4.0518 -2.3412 0.0526 -0.0035 0.0330 0.0092 0.09
H 3.5139 -0.7930 0.7442 0.0144 -0.0187 0.0385 0.05
H 3.9994 -1.4216 -2.9376 -0.0279 0.0007 0.0260 0.09
H 2.3157 -1.9305 -3.1967 0.0316 -0.0038 0.0475 0.07
H 3.4280 -2.9511 -2.2599 -0.0367 0.0041 0.0014 0.08
H 3.2893 0.7820 -1.8653 -0.0142 -0.0412 -0.0105 0.09
H 2.0858 0.7606 -0.5722 -0.0300 -0.0327 -0.0580 0.02
H 1.6120 0.3507 -2.2418 -0.0234 -0.0123 0.0264 0.08
H 0.0319 -4.8841 -2.3317 0.0356 -0.0048 0.0380 0.07
H 1.0109 -5.9370 -1.2996 -0.0236 0.0401 0.0349 0.09
H 1.5130 -4.2630 -1.5871 0.0133 0.0360 -0.0175 0.07
H -1.9708 -5.3880 -0.9191 0.0063 -0.0023 0.0163 0.08
H -1.9465 -5.0401 0.8155 0.0148 -0.0248 -0.0260 0.06
H -1.0210 -6.4151 0.1738 0.0143 0.0246 -0.0127 0.09
H 1.5564 -3.7756 0.9132 -0.0464 -0.0142 -0.0037 0.08
H 1.1205 -5.4729 1.2174 -0.0127 0.0229 -0.0190 0.09
H 0.1320 -4.1685 1.8974 0.0007 0.0298 -0.0082 0.07
H -2.1825 -0.0761 -2.7581 0.0417 0.0604 0.0500 0.05
H -2.7232 -1.6691 -2.1963 0.0203 0.0389 -0.0246 0.09
H -3.1252 -1.1205 -3.8417 0.0654 -0.0112 0.0397 0.09
H -0.3271 0.1191 -4.4175 0.0106 -0.0126 0.0008 0.07
H -1.2543 -0.8689 -5.5679 0.0188 -0.0079 0.0314 0.09
H 0.3964 -1.3400 -5.1161 -0.0277 0.0277 0.0131 0.09
H -1.7363 -3.7360 -3.1862 0.0157 0.0151 -0.0230 0.08
H -0.3900 -3.6262 -4.3355 -0.0370 0.0173 0.0086 0.09
H -2.0325 -3.1947 -4.8512 0.0180 0.0202 0.0361 0.09
```
Positions in Å, forces in eV/Å.

The value obtained for the total energy is -4439.2382 Ha. The value obtained for the lowest unoccupied orbital energy is -0.457 eV. The HOMO energy is -7.04 eV. As for the spin multiplicity: 1.

***

Molecular formula: C13H46N3O13
Method: DFT, wB97M-V/def2-TZVPD

```
75
Properties=species:S:1:pos:R:3:forces:R:3:lowdin_charge:R:1
N -0.1785 0.3341 0.2633 3.0659 -2.8872 0.1743 -0.46
O -0.9967 0.0233 1.1033 -2.8514 0.4614 1.0579 -0.05
O 0.2227 -0.6104 -0.4988 -0.7843 2.0094 0.0908 -0.03
O 0.4289 1.3872 0.4145 0.4990 1.0104 -1.3831 0.01
C 4.1849 2.2474 2.4721 -1.5928 -0.5993 -1.1832 -0.07
C 3.4964 2.0271 1.1574 -0.9772 1.4976 -1.8501 -0.30
O 4.3663 2.3556 0.0502 1.0144 -0.6438 -0.3441 -0.11
H 4.2793 3.2558 2.6779 0.9018 2.0714 0.2853 0.06
H 5.0381 1.6723 2.4419 2.5905 -0.6483 -0.1377 0.06
H 3.6974 1.8347 3.3086 -1.3744 -0.6039 0.8780 0.05
H 2.7080 2.7655 0.8715 -0.4049 -0.8041 1.4799 0.12
H 3.1547 1.0174 1.0198 -0.3225 -0.4678 0.1374 0.08
H 3.9586 1.9956 -0.7616 0.1774 0.2034 0.7175 0.08
C -0.0411 0.8548 -3.1317 1.8646 1.3529 -2.4728 -0.09
C 0.2600 2.3691 -3.1563 -0.6422 -0.7806 -0.2048 -0.28
O 0.8656 2.7251 -1.9131 0.1105 1.1544 -1.0425 -0.10
H 0.8279 0.3034 -2.8251 0.5110 -0.0389 0.1689 0.06
H -0.3934 0.4199 -4.0783 -0.1152 0.4152 0.2205 0.09
H -0.7330 0.7824 -2.4056 -2.6536 -0.9836 2.2890 0.00
H -0.7542 2.9164 -3.3549 1.8155 -0.5496 0.3579 0.13
H 0.9906 2.5670 -3.9717 -0.5276 0.3866 0.5665 0.11
H 0.6666 2.1639 -1.1518 -0.1999 -0.4207 -0.2852 0.01
C 1.1172 -3.5222 -4.2199 -0.2954 0.1939 -0.0989 -0.08
C 0.4463 -2.3389 -3.5848 -0.1614 -1.2363 1.1439 -0.37
O -0.0239 -2.6961 -2.2813 1.1114 0.5513 -0.0838 -0.08
H 0.3940 -4.3670 -4.2067 0.7312 0.3449 -0.3015 0.09
H 2.0239 -3.7705 -3.6178 -0.6006 0.0444 -0.6974 0.08
H 1.3609 -3.1498 -5.2437 0.1201 -0.9400 0.5168 0.09
H -0.4213 -1.9989 -4.0478 -1.6661 0.1874 -1.8021 0.08
H 1.0805 -1.4896 -3.6848 0.9850 0.6644 0.7972 0.06
H -0.2729 -1.8529 -1.8751 -0.2894 -0.2619 0.3143 0.02
C -2.7786 -3.1554 1.5821 -2.1437 -8.4096 0.3720 -0.65
O -3.0971 -4.4952 1.2889 0.9139 5.9296 1.2482 -0.21
N -3.1323 -2.5766 2.7078 -1.2402 0.5105 1.7315 0.13
N -1.9831 -2.5010 0.8414 3.1126 -0.1817 -5.5880 0.18
H -3.7765 -3.1686 3.2585 0.7620 1.0795 -0.3691 0.12
H -2.8357 -1.5478 2.8843 -0.9888 -2.2000 0.1319 0.07
H -1.5990 -2.9658 -0.0389 -1.0027 0.8061 1.8983 0.15
H -1.6565 -1.5766 0.9790 0.1244 0.6165 0.4215 0.03
C -3.4876 -1.3291 -2.7603 0.0974 0.1552 -0.6945 -0.15
O -2.4926 -1.1061 -1.8315 1.4025 0.5716 0.4948 -0.13
H -3.0965 -1.9505 -3.5516 0.2520 -0.2383 -0.1682 0.08
H -3.9068 -0.4479 -3.2167 0.0219 0.7972 -0.2226 0.08
H -4.2751 -1.8282 -2.2962 -1.6308 -1.1617 0.6067 0.06
H -2.8241 -0.6551 -1.0497 -0.1597 -0.2374 -0.0443 0.06
C 3.3725 -1.7542 -1.6328 -1.6395 0.0045 -1.0640 -0.15
O 2.8433 -0.8902 -0.6454 2.7574 0.1958 -0.1970 -0.11
H 3.1864 -2.8021 -1.4407 -0.0306 -0.3480 0.3149 0.08
H 4.3905 -1.6398 -1.9260 1.2301 0.5634 1.0503 0.07
H 2.9328 -1.5442 -2.6148 -0.5896 -0.0474 0.0299 0.06
H 1.9292 -1.0617 -0.4850 -1.1966 -0.2712 -0.2648 0.00
C -2.3915 0.6394 4.3288 2.1789 1.6419 -2.7776 -0.08
O -2.7303 -0.0515 3.0888 0.4332 2.3505 0.5689 -0.15
H -2.4015 1.7482 4.1185 -0.6256 -1.0879 0.6463 0.10
H -1.3649 0.4561 4.6289 0.4945 -0.3549 -0.4446 0.06
H -2.9044 0.2833 5.1400 -2.2086 -0.5791 1.5994 0.05
H -2.4012 0.5462 2.3708 -0.2212 -0.9137 0.7061 0.08
C 0.4567 2.5479 3.4694 1.6836 1.1640 -0.7373 -0.16
O -0.4608 3.0088 2.5059 0.3252 0.0113 -0.4887 -0.12
H 1.0105 3.3530 3.9537 -0.0417 0.6667 -0.0548 0.08
H 1.2622 1.9945 2.9744 -0.3747 -0.6297 0.3471 0.06
H -0.0015 2.0634 4.2753 -0.8064 -1.2787 0.7970 0.04
H 0.0194 2.8337 1.6715 -0.9321 0.1082 0.3149 0.05
C 1.7491 -1.1250 2.7699 2.0832 1.1565 -0.8723 -0.18
O 0.4480 -0.9658 3.1539 -1.3949 -0.0139 0.6286 -0.09
H 1.8846 -1.1497 1.7084 -0.2745 -0.7224 -1.0049 0.05
H 2.2786 -1.9869 3.1746 -0.4303 -0.0842 0.3493 0.09
H 2.3724 -0.2212 2.9317 -0.1050 -0.1522 0.8491 0.07
H -0.0600 -0.5544 2.4283 0.2483 -0.3321 0.5922 0.03
C -2.6063 2.2268 -0.6203 0.2074 0.5130 -0.0803 -0.15
O -3.3718 3.2504 -1.1741 -0.9257 0.7447 -1.0514 -0.09
H -1.5326 2.3412 -0.6460 0.1933 0.1593 -0.4443 0.07
H -2.9439 1.3058 -1.0187 0.0366 -0.9466 -0.8634 0.06
H -2.8931 2.2024 0.3754 -0.1622 -0.2662 2.3775 0.06
H -2.8846 4.0278 -1.4310 0.5275 0.0278 0.0468 0.07
```
Positions in Å, forces in eV/Å.

The value obtained for the total energy is -1665.0605 Ha. The value obtained for the lowest unoccupied orbital energy is 2.598 eV. Its total charge is -1. The HOMO energy is -5.55 eV. As for the spin multiplicity: 1.

***

Molecular formula: C2H5FSi
Method: DFT, wB97M-V/def2-TZVPD

```
9
Properties=species:S:1:pos:R:3:forces:R:3:lowdin_charge:R:1
C -0.3265 -0.9914 -1.3073 1.2651 0.5648 2.5330 0.01
C -0.3658 0.1511 -0.6334 0.3727 -0.5384 1.0860 -0.50
F -0.7756 1.2702 -1.2589 -0.1869 0.4649 -0.2295 -0.04
Si 0.3444 0.5579 1.1485 -1.4865 -1.7048 0.7961 0.70
H 0.1279 -1.8062 -0.7556 -0.2779 -0.2547 -0.2579 0.06
H -0.3898 -1.0175 -2.3361 -0.6730 -0.2696 -2.0257 0.04
H -0.1748 -0.0624 2.4930 -0.2028 0.0792 -1.3885 -0.08
H 1.6822 0.0011 1.3026 0.6684 0.5556 -0.4450 -0.09
H -0.1220 1.8972 1.3472 0.5209 1.1029 -0.0684 -0.09
```
Positions in Å, forces in eV/Å.

The value obtained for the total energy is -468.4810 Ha. The value obtained for the lowest unoccupied orbital energy is 0.850 eV. The HOMO energy is -10.00 eV. As for the spin multiplicity: 1.

***

Q: The lowest HOMO belongs to which entry?
A: C2H5FSi

***

Q: Which of these has the highest HOMO?
A: C13H46N3O13

***

Q: Which formula does entry 3 have?
A: C2H5FSi